No. 1
The following is a DFT calculation (ωB97M-V/def2-TZVPD) of a 10-piece molecular cluster, C19H61N13O10 overall.

ORCA input file:
```
! wB97M-V def2-TZVPD RIJCOSX def2/J DEFGRID3
* xyz 0 1
C 5.21956 -1.95609 2.31814
O 4.08588 -2.19770 3.11689
C 3.27409 -1.06343 3.41344
C 1.88407 -1.39112 3.88681
C 1.09492 -2.14083 2.84990
N 1.13568 -0.24365 4.18153
H 5.73496 -2.87689 2.04504
H 5.98945 -1.37394 2.82457
H 5.03027 -1.41488 1.39112
H 3.71301 -0.37741 4.13789
H 3.14604 -0.52340 2.47532
H 2.01404 -1.93222 4.82405
H 0.04783 -2.05929 3.14151
H 1.30761 -3.20982 2.83890
H 1.11080 -1.75681 1.82991
H 0.38060 -0.07905 3.53125
H 0.71542 -0.49683 5.06435
C -5.36709 -2.63371 -2.02215
O -5.74943 -1.39857 -1.51711
C -6.00378 -1.33140 -0.10298
C -5.73739 0.20155 0.24338
C -6.47748 1.23200 -0.56294
N -4.31271 0.45909 0.15960
H -5.25054 -2.61587 -3.10575
H -6.03646 -3.47119 -1.82552
H -4.50713 -3.02439 -1.47813
H -7.04104 -1.64914 0.00298
H -5.38365 -1.97747 0.51843
H -5.92142 0.47308 1.28285
H -7.44261 1.44169 -0.10180
H -6.58986 1.02363 -1.62692
H -6.02687 2.22430 -0.54280
H -3.87433 -0.45045 0.13396
H -4.15690 0.71845 -0.80402
C 2.87392 1.68880 -1.74172
O 4.15602 1.15500 -2.13170
C 4.23472 -0.29347 -1.96828
C 5.65467 -0.91626 -2.39528
C 5.66081 -2.41418 -2.54059
N 6.67478 -0.53863 -1.31574
H 2.04060 1.17459 -2.22055
H 2.83009 2.74243 -2.01748
H 2.80390 1.61025 -0.65681
H 4.13149 -0.45816 -0.89574
H 3.44763 -0.86858 -2.45598
H 6.02870 -0.51344 -3.33652
H 5.08410 -2.77610 -1.68940
H 6.59353 -2.97426 -2.60731
H 5.05592 -2.64570 -3.41729
H 7.53783 -0.94755 -1.64442
H 6.85217 0.44309 -1.47343
N -3.60833 1.06496 3.35314
C -2.44288 0.67794 3.82087
N -2.37018 0.70993 5.12884
O -1.48368 0.28618 3.14708
H -4.37193 1.32113 3.96255
H -3.71241 1.06125 2.34852
H -3.07607 1.18691 5.67135
H -1.43415 0.65976 5.50492
N 2.99530 -4.59213 -1.81814
C 2.00191 -3.82159 -2.13145
N 1.32720 -3.36179 -1.09236
O 1.63262 -3.59407 -3.21946
H 3.23596 -4.72797 -0.84668
H 3.66420 -4.80981 -2.54292
H 0.52209 -2.76641 -1.22432
H 1.58810 -3.74168 -0.19364
N -1.47618 3.48613 -4.10812
C -0.70808 2.71445 -3.35947
N -0.24793 3.46481 -2.39719
O -0.34846 1.61597 -3.56723
H -2.10676 2.95779 -4.69406
H -1.83830 4.20267 -3.49531
H -0.42073 4.45784 -2.46152
H 0.44779 3.11522 -1.75388
N -3.99036 4.29995 0.61461
C -3.18132 3.80369 -0.18936
N -2.06846 3.41394 0.40829
O -3.49796 3.64027 -1.38820
H -3.96008 4.33909 1.62340
H -4.91573 4.31299 0.21012
H -1.50231 2.81653 -0.17710
H -1.84347 3.72186 1.34353
N -2.40938 -0.79266 -2.33976
C -1.47132 -1.70462 -2.38476
N -0.36038 -1.23276 -2.91019
O -1.51700 -2.85451 -2.15376
H -3.34794 -1.13251 -2.18580
H -2.21832 0.06419 -2.83916
H -0.28557 -0.25693 -3.15974
H 0.38130 -1.84343 -3.22177
C 3.04296 2.26446 2.34979
O 4.09541 3.08072 2.77437
H 3.39065 1.70263 1.48287
H 2.91439 1.55998 3.17154
H 2.08951 2.71598 2.07562
H 3.89223 4.01731 2.71852
C -0.48563 0.69224 0.00661
O 0.23752 1.28148 1.02577
H -1.54086 0.86127 0.22114
H -0.42287 1.15753 -0.97709
H -0.26205 -0.37411 -0.02505
H -0.19887 1.28229 1.88086
*
```

Its SMILES is COC[C@H](C)N.COC[C@H](C)N.COC[C@H](C)N.NC(N)=O.NC(N)=O.NC(N)=O.NC(N)=O.NC(N)=O.CO.CO.

No. 2
The following is a DFT calculation (ωB97M-V/def2-TZVPD) of C2H9N4 as an isolated structure.

ORCA input file:
```
! wB97M-V def2-TZVPD RIJCOSX def2/J DEFGRID3
* xyz 1 1
C -1.94738 0.49027 -0.18182
C 2.44800 -0.95583 -0.11954
N -0.83804 0.73377 0.34593
N -2.99414 0.64180 0.60932
N 1.05844 -1.07235 0.09375
N 0.28531 0.51449 -0.33130
H -2.17841 0.12884 -1.19254
H 2.95683 0.06287 0.25359
H 3.00252 -1.84113 0.24734
H 2.84120 -0.94197 -1.12714
H -4.00352 0.82010 0.29770
H -2.70176 0.98037 1.45959
H 0.82190 -1.10900 1.06409
H 0.29689 0.42902 -1.39163
H 0.95215 1.11875 -0.02734
*
```

Relative energy (zero: lowest compared OMol25 entry of this formula, charge and spin) / kJ/mol: 382.8, 446.0